C23H39Cl2CoN2OP2 | wB97M-V/def2-TZVPD

The geometry in XYZ format:
```
70
Properties=species:S:1:pos:R:3:forces:R:3:nbo_charge:R:1
Co 0.303 -0.865 -1.004 0.644 -1.051 -2.419 1.076
C 2.965 0.471 0.487 0.170 -1.632 -1.527 -0.895
P 1.364 0.916 -0.432 3.194 2.124 2.105 0.809
C 0.569 1.511 1.099 0.745 1.685 0.732 -0.134
N 0.915 2.703 1.630 -1.205 -1.040 0.165 -0.401
C 0.303 3.065 2.813 -0.345 -1.015 -1.699 0.231
C 0.554 4.366 3.309 -0.619 -0.269 0.686 -0.216
C -0.090 4.695 4.497 1.996 0.546 -1.449 -0.152
C -0.988 3.872 5.125 -1.477 -1.817 0.445 -0.166
C -1.325 2.629 4.581 -1.203 0.433 1.156 -0.171
C -0.721 2.160 3.406 1.621 1.183 -0.906 0.100
N -1.033 0.987 2.811 1.584 -0.595 -0.654 -0.344
C -0.283 0.616 1.732 -2.468 0.611 1.260 -0.156
P -0.742 -0.916 0.810 -4.417 -0.053 2.770 0.814
C -2.555 -0.517 0.321 0.237 -1.084 -0.026 -0.901
C -0.958 -2.335 1.959 0.764 -1.009 1.090 -0.328
C -2.255 -2.329 2.827 0.688 0.795 0.245 -0.626
C -0.881 -3.635 1.158 -1.656 -1.384 -0.461 -0.626
C 0.314 -2.343 2.863 0.241 -1.243 0.067 -0.627
C 1.909 2.280 -1.556 -0.493 0.092 0.285 -0.295
C 0.734 3.326 -1.648 -0.322 -1.101 -0.962 -0.624
C 2.183 1.612 -2.910 -2.268 0.323 -1.416 -0.641
C 3.202 2.903 -1.035 0.439 0.104 0.278 -0.629
H 3.265 1.290 1.134 -0.008 0.066 -0.140 0.268
H 3.741 0.200 -0.282 -0.568 0.550 0.766 0.247
H 2.877 -0.459 1.071 -0.389 0.400 0.024 0.241
H 1.171 5.062 2.720 -0.148 -0.543 0.612 0.254
H 0.174 5.580 5.024 0.036 0.926 -0.057 0.238
H -1.448 4.286 6.044 0.148 -0.787 -0.626 0.252
H -2.120 2.020 5.036 0.516 0.265 -0.157 0.243
H -3.126 -0.315 1.257 0.483 0.266 -0.878 0.278
H -3.085 -1.342 -0.240 0.854 0.376 0.849 0.251
H -2.533 0.272 -0.423 -0.130 0.647 0.390 0.235
H -3.185 -2.567 2.278 0.571 0.246 0.113 0.228
H -2.293 -1.326 3.295 -0.454 -0.501 -0.112 0.237
H -2.152 -3.055 3.653 0.076 0.183 -0.480 0.248
H -1.869 -3.852 0.644 1.163 0.427 0.162 0.227
H -0.731 -4.581 1.761 -0.065 1.330 -0.122 0.255
H -0.073 -3.621 0.439 0.210 -0.033 -0.432 0.188
H 0.305 -1.702 3.731 -0.460 0.153 0.294 0.242
H 1.255 -2.090 2.365 -0.116 0.077 -0.500 0.200
H 0.458 -3.413 3.160 -0.116 1.006 0.232 0.239
H -0.093 2.872 -2.286 0.837 0.564 0.802 0.213
H 1.082 4.226 -2.188 -0.139 -0.360 0.438 0.249
H 0.320 3.569 -0.654 0.372 0.131 -0.551 0.236
H 1.177 1.191 -3.327 1.677 0.683 0.539 0.211
H 2.915 0.804 -2.991 0.142 0.283 0.452 0.229
H 2.469 2.454 -3.579 -0.011 -0.762 0.117 0.252
H 3.056 3.413 -0.062 0.062 -0.023 -0.678 0.240
H 3.554 3.595 -1.824 -0.096 -0.102 0.597 0.243
H 3.989 2.137 -0.880 -0.407 0.657 -0.338 0.218
Cl 1.893 -2.182 -1.916 1.392 -1.101 -0.400 -0.133
C 2.641 -3.879 -1.411 0.097 0.425 0.233 -0.316
Cl 2.044 -5.098 -2.447 -0.315 -0.188 0.142 0.122
H 2.416 -3.951 -0.350 -0.414 -0.245 -0.220 0.239
H 3.712 -3.798 -1.542 0.028 0.535 -0.214 0.255
C -1.658 -2.704 -2.699 -1.070 -0.691 -0.228 -0.661
C -1.601 -1.325 -3.334 0.315 -0.069 1.106 0.198
C -1.024 -1.380 -4.715 1.079 0.574 -0.571 -0.601
C -2.898 -0.547 -3.450 -1.999 0.336 0.383 -0.622
O -0.697 -0.484 -2.567 -1.314 -0.444 -1.230 -0.391
H -2.092 -3.414 -3.441 0.191 0.449 0.605 0.261
H -2.280 -2.766 -1.782 0.313 0.213 -0.515 0.226
H -0.666 -3.081 -2.472 0.189 0.005 -0.033 0.214
H -1.605 -1.992 -5.388 -0.294 -0.343 0.088 0.258
H -0.031 -1.763 -4.606 0.773 -0.477 -0.472 0.215
H -0.967 -0.385 -5.149 0.062 0.089 0.019 0.237
H -3.058 -0.159 -4.468 0.309 0.117 0.532 0.249
H -2.910 0.276 -2.716 -0.241 -0.262 -0.453 0.232
H -3.805 -1.187 -3.269 1.011 0.350 0.148 0.255
```
Forces are in eV/Å.

Calculated values
charge = +2
Kohn-Sham gap (alpha / beta) = 7.67 / 4.59 eV
multiplicity = 5
E_HOMO (alpha / beta) = -0.51740 / -0.51736 Ha